--- a ---
Density functional theory data (ωB97M-V with the def2-TZVPD basis set) for a cluster of 2 separate species, C5H10N3O2 in total.

Calculated values
HOMO	-0.496	Eh
charge	+1
LUMO	-3.8	eV
multiplicity	1

Cartesian coordinates (Å):
O 1.375 0.562 -0.384
O -0.858 1.973 0.526
N 2.579 1.291 -0.313
N 2.618 -0.750 0.588
N -1.056 0.454 -1.463
C 1.397 -0.641 0.091
C -1.504 -0.182 -0.438
C -1.758 -1.643 -0.370
C -1.554 0.737 0.750
C 3.321 0.416 0.317
H -0.914 0.108 -2.408
H 2.896 -1.479 1.236
H -1.020 1.446 -1.389
H -2.695 -1.984 -0.814
H -2.690 0.948 0.870
H -0.389 2.201 1.287
H -1.112 -2.287 -0.818
H -1.182 0.070 1.597
H 4.389 0.590 0.502
H -1.843 -1.828 0.634

---

--- b ---
Density functional theory data (ωB97M-V with the def2-TZVPD basis set) for the ion C5H10N3O2 with charge +1.

Calculated values
HOMO	-0.514	Eh
charge	+1
LUMO	-3.4	eV
multiplicity	1

Cartesian coordinates (Å):
O -0.683 1.865 1.237
O -3.627 -0.840 -0.364
N 0.219 -1.028 0.340
N 1.867 0.570 -0.126
N -1.649 0.169 0.036
C -1.166 -1.141 0.408
C 0.660 0.167 0.142
C -2.890 0.090 -0.601
C -0.579 1.133 0.041
C 3.076 -0.329 -0.436
H 2.993 -1.413 -0.521
H -1.581 2.046 1.648
H -1.545 -1.447 1.380
H -1.606 -1.996 -0.214
H 0.767 -1.829 0.677
H -0.476 1.669 -0.915
H 3.368 -0.149 -1.425
H -3.153 0.965 -1.186
H 3.899 -0.107 0.178
H 2.106 1.605 -0.300

---

Which of them is most stable, and which least? Most stable: b; least stable: a.

---

--- a ---
Density functional theory data (ωB97M-V with the def2-TZVPD basis set) for the molecule CH5N3OS.

Calculated values
HOMO	-0.340	Eh
charge	0
LUMO	0.6	eV
multiplicity	1

Cartesian coordinates (Å):
S -1.796 -0.267 -0.218
O 0.337 1.796 0.422
N -0.296 -0.862 0.368
N 1.005 0.901 -0.445
N 2.027 -1.106 -0.016
C 0.959 -0.416 -0.069
H -0.338 -1.807 0.727
H 1.987 1.162 -0.514
H -2.136 0.353 0.926
H 1.921 -2.110 0.174
H -0.293 2.271 -0.136

---

--- b ---
Density functional theory data (ωB97M-V with the def2-TZVPD basis set) for the molecule CH5N3OS.

Calculated values
HOMO	-0.352	Eh
charge	0
LUMO	0.4	eV
multiplicity	1

Cartesian coordinates (Å):
S -2.529 0.439 -0.891
O 1.974 -1.050 0.912
N -1.232 0.434 0.309
N 0.361 -0.312 -1.227
N 1.043 0.125 0.975
C 0.018 0.005 -0.090
H -1.808 0.926 -1.954
H -1.100 1.293 0.819
H 0.466 -0.052 1.868
H 1.603 -0.057 -1.267
H 1.204 -1.752 0.547

---

--- c ---
Density functional theory data (ωB97M-V with the def2-TZVPD basis set) for the molecule CH5N3OS.

Calculated values
HOMO	-0.340	Eh
charge	0
LUMO	-0.3	eV
multiplicity	1

Cartesian coordinates (Å):
S -1.704 -0.778 -1.385
O -0.113 1.623 0.973
N -0.565 -1.035 -0.161
N 0.861 0.542 1.041
N -1.128 0.021 -2.483
C 0.710 -0.363 -0.071
H 1.491 -0.999 0.176
H 0.703 0.009 1.890
H -0.269 1.892 0.061
H 0.836 0.316 -0.841
H -0.822 -1.228 0.800

---

Which of them is most stable, and which least? Most stable: a; least stable: c.

---

--- a ---
Density functional theory data (ωB97M-V with the def2-TZVPD basis set) for a cluster of 2 separate species, C3H10OS2 in total.

Calculated values
HOMO	-0.326	Eh
charge	0
LUMO	0.5	eV
multiplicity	1

Cartesian coordinates (Å):
S 2.569 0.276 -2.237
S 0.921 -0.873 -1.727
O 1.364 -0.970 3.441
C -1.522 0.412 -0.816
C -1.210 -0.022 0.632
C -0.242 0.516 -1.719
H -2.189 -0.295 -1.346
H 2.716 0.870 -1.034
H 1.731 -1.586 4.115
H -0.750 0.812 1.188
H -2.041 1.388 -0.763
H -2.190 -0.248 1.085
H -0.564 -0.910 0.730
H 0.384 1.350 -1.346
H -0.468 0.716 -2.785
H 1.491 -1.435 2.584

---

--- b ---
Density functional theory data (ωB97M-V with the def2-TZVPD basis set) for a cluster of 3 separate species, C3H10OS2 in total.

Calculated values
HOMO	-0.321	Eh
charge	0
LUMO	-4.4	eV
multiplicity	1

Cartesian coordinates (Å):
S -1.488 -1.601 -0.093
S 1.294 1.393 -0.235
O -1.866 1.524 0.495
C 0.305 1.421 -1.761
C 0.243 -1.687 0.244
C 0.623 -1.042 1.554
H -0.891 1.681 0.454
H -1.944 0.554 0.268
H -0.364 0.551 -1.812
H -0.272 2.326 -1.801
H 0.537 -2.802 0.206
H 0.806 -1.188 -0.563
H 1.669 -0.845 1.666
H 0.054 -0.067 1.592
H 0.278 -1.643 2.443
H 1.016 1.424 -2.656

---

Which of them is most stable, and which least? Most stable: a; least stable: b.